P.
{
  "formula": "CH4N2O3",
  "method": "ωB97M-V/def2-TZVPD",
  "elements": ["C", "N", "N", "O", "O", "O", "H", "H", "H", "H"],
  "coordinates": [[-0.769, 0.502, -0.027], [1.353, -0.782, -0.549], [2.029, 0.382, -0.338], [1.938, 1.338, -1.140], [2.820, 0.398, 0.612], [1.555, -1.587, 0.472], [-0.203, 0.935, 0.789], [-0.736, 1.070, -0.998], [-1.524, -0.207, 0.020], [2.221, -1.018, 1.191]],
  "gap_ev": [6.963, 9.663],
  "lumo_ev": [-2.32, -0.55],
  "homo_ev": [-9.287, -10.215]
}

=====

Q.
{
  "formula": "CH4N2O3",
  "method": "ωB97M-V/def2-TZVPD",
  "elements": ["C", "N", "N", "O", "O", "O", "H", "H", "H", "H"],
  "coordinates": [[0.307, 0.619, 1.129], [0.338, 0.238, -0.411], [0.171, -1.072, -0.666], [0.689, -1.899, -0.002], [-0.477, -1.253, -1.724], [-0.516, 0.958, -1.176], [-0.514, 0.008, 1.572], [1.273, 0.614, 1.626], [-0.232, 1.552, 1.245], [-1.039, 0.235, -1.594]],
  "smiles": "CN(O)[N+](=O)[O-]",
  "gap_ev": 10.418,
  "lumo_ev": 0.31,
  "homo_ev": -10.107
}

=====

R.
{
  "formula": "CH4N2O3",
  "method": "ωB97M-V/def2-TZVPD",
  "elements": ["C", "N", "N", "O", "O", "O", "H", "H", "H", "H"],
  "coordinates": [[0.038, 0.934, 0.313], [1.367, -0.905, -0.528], [-1.467, 0.074, 0.014], [-2.455, 0.688, -0.181], [-1.401, -1.112, -0.008], [1.056, -0.021, 0.603], [-0.112, 1.648, 1.242], [0.166, 1.463, -0.560], [2.275, -1.299, -0.319], [0.532, -1.471, -0.577]],
  "smiles": "NOC[N+](=O)[O-]",
  "gap_ev": 10.595,
  "lumo_ev": 0.75,
  "homo_ev": -9.841
}

=====

What should be chosen as the least stable of them? Choose P.

=====

P.
{
  "formula": "C10H13ClN2",
  "method": "ωB97M-V/def2-TZVPD",
  "elements": ["C", "C", "C", "C", "C", "C", "C", "C", "C", "C", "H", "H", "H", "H", "H", "H", "H", "H", "H", "H", "H", "H", "H", "N", "N", "Cl"],
  "coordinates": [[-0.988, 0.910, 1.901], [-2.652, 0.014, 0.285], [-2.485, -0.954, -0.930], [-1.034, -1.133, -1.185], [-0.371, -0.498, 0.033], [1.008, 0.083, -0.151], [1.211, 1.292, -0.844], [3.463, 1.129, -0.644], [3.424, -0.133, -0.043], [2.153, -0.695, 0.162], [0.058, 1.214, 1.893], [-1.642, 1.717, 2.228], [-1.102, 0.038, 2.571], [-3.436, 0.807, 0.090], [-2.883, -0.600, 1.196], [-3.040, -1.891, -0.708], [-2.969, -0.528, -1.803], [-0.705, -2.155, -1.382], [-0.700, -0.531, -2.035], [-0.256, -1.274, 0.764], [0.388, 1.866, -1.170], [4.477, 1.519, -0.758], [2.073, -1.655, 0.660], [-1.293, 0.524, 0.513], [2.413, 1.833, -1.078], [4.887, -0.898, 0.435]],
  "smiles": "CN1CCC[C@H]1c1cncc(Cl)c1",
  "gap_ev": 9.556,
  "lumo_ev": 0.81,
  "homo_ev": -8.745
}

=====

Q.
{
  "formula": "C10H13ClN2",
  "method": "ωB97M-V/def2-TZVPD",
  "elements": ["C", "C", "C", "C", "C", "C", "C", "C", "C", "C", "H", "H", "H", "H", "H", "H", "H", "H", "H", "H", "H", "H", "H", "N", "N", "Cl"],
  "coordinates": [[-1.344, -1.606, 1.910], [-2.860, 0.290, 1.893], [-3.036, 1.556, 1.058], [-2.191, 1.301, -0.210], [-1.601, -0.112, 0.004], [-0.233, -0.301, -0.623], [-0.076, -0.931, -1.847], [2.178, -0.599, -1.875], [2.118, 0.046, -0.644], [0.898, 0.200, 0.009], [-2.136, -2.299, 1.574], [-0.383, -1.969, 1.573], [-1.377, -1.627, 3.004], [-2.848, 0.459, 2.997], [-3.704, -0.406, 1.694], [-4.098, 1.746, 0.839], [-2.690, 2.455, 1.597], [-1.387, 1.993, -0.272], [-2.781, 1.324, -1.157], [-2.287, -0.859, -0.439], [-0.944, -1.302, -2.337], [3.116, -0.727, -2.411], [0.829, 0.692, 0.979], [-1.578, -0.252, 1.454], [1.086, -1.075, -2.478], [3.590, 0.632, 0.087]],
  "smiles": "CN1CCC[C@H]1c1cncc(Cl)c1",
  "gap_ev": 9.875,
  "lumo_ev": 0.82,
  "homo_ev": -9.051
}

=====

What should be chosen as the least stable of them? Choose P.

=====

P.
{
  "formula": "C4H8O4",
  "method": "ωB97M-V/def2-TZVPD",
  "elements": ["O", "O", "C", "C", "H", "H", "H", "H", "O", "O", "C", "C", "H", "H", "H", "H"],
  "coordinates": [[2.557, -4.534, 0.773], [2.485, -3.097, -1.008], [1.947, -3.710, 0.086], [0.625, -3.183, 0.516], [3.373, -3.533, -1.128], [0.227, -2.552, -0.296], [0.850, -2.540, 1.384], [-0.151, -3.910, 0.809], [-1.441, 4.940, 0.492], [-2.175, 3.897, -1.395], [-1.561, 3.919, -0.219], [-1.171, 2.624, 0.313], [-2.477, 4.830, -1.570], [-1.670, 2.259, 1.226], [-0.089, 2.702, 0.511], [-1.328, 1.888, -0.493]],
  "smiles": "CC(=O)O.CC(=O)O",
  "gap_ev": 10.930,
  "lumo_ev": 0.49,
  "homo_ev": -10.444
}

=====

Q.
{
  "formula": "C4H8O4",
  "method": "ωB97M-V/def2-TZVPD",
  "elements": ["C", "C", "C", "C", "O", "O", "O", "O", "H", "H", "H", "H", "H", "H", "H", "H"],
  "coordinates": [[0.032, -0.733, -0.818], [0.865, -0.414, 0.431], [-0.895, 0.404, -1.012], [0.008, 0.488, 1.255], [-0.466, 1.589, -1.594], [-2.059, 0.000, -1.508], [-0.853, -0.173, 2.106], [0.646, 1.572, 1.807], [0.743, -0.819, -1.673], [-0.453, -1.631, -0.635], [1.206, -1.245, 1.035], [1.596, 0.293, 0.114], [0.390, 1.896, -1.434], [-2.593, 0.622, -1.846], [-0.569, -1.107, 2.090], [0.147, 1.806, 2.558]],
  "gap_ev": [7.197, 7.483],
  "lumo_ev": [0.65, 0.78],
  "homo_ev": [-6.551, -6.707]
}

=====

What should be chosen as the least stable of them? Choose Q.